6
Properties=species:S:1:pos:R:3 method="wB97M-V/def2-TZVPD" charge=0 e_homo_ev=-9.110 de_lowest_kcal_mol=6.5 max_force_ev_per_a=2.88 gap_ev=9.797 e_lumo_ev=0.69 smiles=[PH2]#[PH]Br
P -0.5803 0.3747 -0.9744
P 0.6259 -0.4643 0.7113
Br 0.9026 1.4344 1.6615
H 0.6352 0.5525 -1.5463
H -0.9634 -0.9330 -1.3389
H -0.6200 -0.9643 1.4868


6
Properties=species:S:1:pos:R:3 method="wB97M-V/def2-TZVPD" charge=0 e_homo_ev=-9.626 de_lowest_kcal_mol=28.3 max_force_ev_per_a=1.83 gap_ev=8.214 e_lumo_ev=-1.41
P 0.1869 -0.4101 -1.0798
P 1.2816 1.2133 -0.4749
Br -2.1757 -0.5464 1.7436
H -0.9626 -1.1152 1.0467
H 1.3664 -1.0260 -1.5027
H 0.3033 1.8845 0.2670


9
Properties=species:S:1:pos:R:3 method="wB97M-V/def2-TZVPD" charge=0 e_homo_ev="-9.146 / -9.142" de_lowest_kcal_mol=82.4 max_force_ev_per_a=2.81 gap_ev="7.369 / 7.365" e_lumo_ev="-1.78 / -1.78"
N -1.6525 0.3502 0.7084
N 0.3338 1.2023 -0.7703
O 0.9814 -2.1444 -0.3605
P -0.1389 0.2281 0.4700
Br 1.3503 0.6207 2.0341
H -2.0852 -0.0936 1.4967
H 1.2618 1.0327 -1.1389
H -0.3754 1.3127 -1.4833
H 0.3248 -2.5087 -0.9562


9
Properties=species:S:1:pos:R:3 method="wB97M-V/def2-TZVPD" charge=0 e_homo_ev=-10.075 de_lowest_kcal_mol=34.8 max_force_ev_per_a=4.04 gap_ev=9.276 e_lumo_ev=-0.80
N 0.5700 0.3474 -0.8578
N -1.7845 0.3195 0.7258
O 3.0755 0.3794 0.2411
P 1.9192 -0.2394 -0.4021
Br 2.5418 -2.3365 -0.9645
H -0.2671 -0.1423 -1.0656
H -2.6850 0.0158 0.3067
H -1.2474 1.0476 0.2776
H -2.1225 0.6083 1.7387


14
Properties=species:S:1:pos:R:3 method="wB97M-V/def2-TZVPD" charge=0 e_homo_ev=-8.346 de_lowest_kcal_mol=77.7 max_force_ev_per_a=1.25 gap_ev=5.934 e_lumo_ev=-2.41
Li 3.2133 -0.0305 2.9237
Br 1.3175 -0.3105 -0.0209
O -3.0999 -1.7104 -1.2065
H -2.7369 -2.0192 -2.0366
H -2.3415 -1.6304 -0.6279
O 0.4354 4.2872 1.3962
H -0.2875 3.9394 1.9184
H 0.7861 3.5255 0.9345
O 3.5961 -3.3672 -2.8711
H 3.7332 -2.7650 -2.1398
H 3.7663 -2.8399 -3.6515
O -2.8903 1.3248 1.9352
H -3.4767 0.6007 1.7160
H -2.0152 0.9954 1.7303


6
Properties=species:S:1:pos:R:3 method="wB97M-V/def2-TZVPD" charge=0 e_homo_ev="-9.412 / -8.383" de_lowest_kcal_mol=42.1 max_force_ev_per_a=3.80 gap_ev="7.875 / 5.394" e_lumo_ev="-1.54 / -2.99"
O -0.3004 1.4356 0.5458
O 0.1495 -0.9100 -0.2898
S 0.8562 0.6417 0.6217
S -0.8621 -1.6567 -1.1411
Br 0.5115 -2.6562 -2.5356
I 2.5645 2.1275 1.5764


2
Properties=species:S:1:pos:R:3 method="wB97M-V/def2-TZVPD" charge=0 spin_multiplicity=4 e_homo_ev="-7.575 / -9.241" de_lowest_kcal_mol=5.3 max_force_ev_per_a=1.69 gap_ev="6.481 / 8.307" e_lumo_ev="-1.09 / -0.93"
Ti -0.4869 -0.4414 -1.1813
Br 0.4869 0.4414 1.1813


2
Properties=species:S:1:pos:R:3 method="wB97M-V/def2-TZVPD" charge=+3 spin_multiplicity=4 e_homo_ev="-30.995 / -31.189" max_force_ev_per_a=0.05 gap_ev="6.523 / 7.677" e_lumo_ev="-24.47 / -23.51"
V 0.1760 0.7537 1.0128
Br -0.1760 -0.7537 -1.0128


340
Properties=species:S:1:pos:R:3 method="wB97M-V/def2-TZVPD" charge=+2 e_homo_ev=-5.480 max_force_ev_per_a=3.49 gap_ev=0.707 e_lumo_ev=-4.77
C 8.7305 4.9927 1.9506
C 7.7922 3.6766 2.0051
C 7.7077 3.2591 3.5425
C 6.6863 2.2046 3.8955
C 5.3415 2.7686 3.3918
C 5.1937 3.1833 1.8859
N 6.4192 3.8850 1.4442
O 6.3910 4.6262 0.1666
C 3.8632 4.0420 1.6832
C 4.9328 1.8092 1.1107
C 8.4876 2.5345 1.1547
H 9.5155 4.8369 2.6907
H 8.1879 5.9156 2.1554
H 9.3361 5.0954 1.0502
H 7.6018 4.1526 4.1577
H 8.6841 2.8888 3.8551
H 6.7492 2.0087 4.9659
H 6.9319 1.2720 3.3874
H 4.9290 3.4766 4.1106
H 4.7240 1.8746 3.4795
H 3.5513 4.1463 0.6440
H 4.0804 5.0550 2.0218
H 3.0295 3.7835 2.3361
H 5.4431 0.9451 1.5362
H 5.2913 1.8297 0.0816
H 3.8678 1.5935 1.1960
H 8.1275 2.4533 0.1292
H 8.5076 1.5541 1.6307
H 9.5241 2.7952 0.9408
C 3.9745 -2.9143 5.5815
C 4.1735 -3.7400 4.2129
C 3.5856 -2.7935 3.1002
C 4.4725 -1.5965 2.6319
C 5.8826 -2.1890 2.3378
C 6.5826 -3.0663 3.4456
N 5.5758 -4.1106 3.9351
O 6.0499 -5.3014 4.5393
C 6.9783 -2.0611 4.5772
C 7.9130 -3.6219 2.8350
C 3.0738 -4.9368 4.1446
H 4.0993 -1.8394 5.4507
H 4.4409 -3.4660 6.3977
H 2.9884 -2.9825 6.0408
H 2.6395 -2.4139 3.4860
H 3.2997 -3.3716 2.2215
H 4.5436 -0.8108 3.3840
H 4.0285 -1.2121 1.7136
H 6.6181 -1.4882 1.9429
H 5.8013 -2.8333 1.4624
H 7.9644 -2.2200 5.0137
H 6.2907 -1.9036 5.4082
H 7.0667 -1.0271 4.2440
H 8.3603 -4.3834 3.4738
H 8.6794 -2.8488 2.8916
H 7.7109 -3.9658 1.8206
H 3.0750 -5.4845 3.2022
H 2.0713 -4.5316 4.2823
H 3.2561 -5.7208 4.8795
C -2.5866 1.1347 0.5937
C -1.4366 0.7687 -0.3048
C -0.2906 1.7045 0.1021
C 1.0463 1.3303 -0.3995
C 1.3635 -0.0353 0.0985
C 0.3772 -1.1522 -0.3536
N -1.0221 -0.7006 -0.0315
O -2.0528 -1.7174 -0.2120
C 0.7609 -2.4269 0.4165
C 0.5913 -1.4514 -1.8833
C -1.7830 0.9928 -1.7412
H -2.6676 2.2073 0.4173
H -2.3531 1.0191 1.6521
H -3.5128 0.6053 0.3700
H -0.2666 1.8355 1.1839
H -0.4530 2.7182 -0.2640
H 1.8065 1.9073 0.1272
H 1.2080 1.4092 -1.4745
H 1.4202 -0.1072 1.1847
H 2.3857 -0.2594 -0.2061
H 1.7415 -2.7926 0.1118
H 0.0197 -3.2243 0.3642
H 0.8213 -2.2685 1.4932
H 0.2909 -0.6684 -2.5795
H -0.1110 -2.2548 -2.1059
H 1.6379 -1.6743 -2.0907
H -2.5027 1.7803 -1.9647
H -2.1758 0.1248 -2.2706
H -0.8284 1.2375 -2.2069
C 0.1650 5.9983 0.5107
C 0.1596 7.4753 -0.1756
C -0.3875 7.2750 -1.6306
C -0.9195 8.5951 -2.2154
C -2.0225 9.1255 -1.2689
C -1.3698 9.5442 0.0987
N -0.6112 8.3787 0.6658
O -0.1073 8.5553 2.0585
C -2.6076 9.9520 0.9966
C -0.4216 10.8279 0.0203
C 1.6191 7.9594 -0.4580
H 0.9720 5.4052 0.0804
H -0.7581 5.4189 0.5235
H 0.5836 6.1279 1.5087
H -1.2331 6.5873 -1.6341
H 0.3165 6.9392 -2.3920
H -1.3636 8.4672 -3.2026
H -0.2166 9.3885 -2.4693
H -2.7726 8.3994 -0.9552
H -2.5783 9.9925 -1.6260
H -2.3189 10.4397 1.9277
H -3.1068 9.0237 1.2743
H -3.3527 10.5905 0.5221
H -0.9238 11.4401 -0.7287
H 0.5404 10.6234 -0.4496
H -0.2882 11.1706 1.0464
H 1.8108 8.7587 -1.1739
H 2.2474 7.0961 -0.6771
H 1.9973 8.1976 0.5361
C -6.0972 1.7909 -1.5926
C -5.3959 1.0583 -2.7268
C -6.2538 -0.0535 -3.2928
N -5.5592 -0.9527 -4.3842
C -6.5794 -1.9761 -4.9219
C -4.2537 -1.5196 -3.7566
C -3.2106 -1.3782 -4.8011
C -3.5956 -0.1856 -5.5985
C -5.1040 -0.0519 -5.5790
H -6.3788 1.1470 -0.7594
H -7.0664 2.1495 -1.9393
H -5.5093 2.6326 -1.2266
H -4.3847 0.8005 -2.4121
H -5.2246 1.7983 -3.5086
H -7.1991 0.3177 -3.6889
H -6.3955 -0.7519 -2.4680
H -6.1714 -2.5959 -5.7203
H -7.2619 -1.5235 -5.6411
H -7.2940 -2.4311 -4.2360
H -4.4376 -2.5425 -3.4282
H -3.9649 -0.9906 -2.8484
H -3.1872 -2.2327 -5.4774
H -2.2006 -1.2668 -4.4065
H -3.1417 -0.2909 -6.5839
H -3.2636 0.7503 -5.1491
H -5.4316 -0.3932 -6.5610
H -5.5651 0.9274 -5.4510
C 1.4903 2.2422 4.2527
C 0.8260 0.8917 4.6814
C -0.4903 0.4364 3.9877
N -1.0749 -0.8244 4.5188
C -1.6662 -0.5451 5.9516
C -0.0601 -1.9682 4.4010
C -0.9131 -3.2320 4.4303
C -2.2043 -2.8621 3.6969
C -2.1841 -1.3507 3.6072
H 2.5500 2.1245 4.4791
H 1.0754 3.1882 4.6006
H 1.3070 2.3210 3.1811
H 0.7652 0.7727 5.7632
H 1.5224 0.1170 4.3603
H -0.2811 0.2081 2.9426
H -1.2795 1.1646 3.8007
H -2.1335 -1.4621 6.3104
H -2.3241 0.3148 5.8255
H -0.8315 -0.2587 6.5915
H 0.7466 -1.9667 5.1341
H 0.4730 -1.7784 3.4694
H -0.9998 -3.4758 5.4891
H -0.4032 -4.0944 4.0010
H -3.1261 -3.2846 4.0970
H -2.0442 -3.0554 2.6362
H -3.1190 -0.8644 3.8857
H -1.9483 -1.0349 2.5909
C -1.4326 3.1322 -5.0523
C -0.0178 3.6877 -5.2380
C 0.9726 2.8723 -4.3776
N 2.3194 3.5907 -4.3197
C 2.9048 3.3985 -5.7646
C 3.2259 2.8325 -3.2643
C 4.3218 3.8513 -2.9617
C 3.6345 5.1891 -3.0170
C 2.4395 5.0717 -3.9322
H -2.1053 3.9497 -5.3117
H -1.6607 2.9609 -4.0003
H -1.5810 2.2765 -5.7109
H 0.0295 4.7360 -4.9432
H 0.2375 3.6903 -6.2976
H 1.1260 1.8615 -4.7555
H 0.7360 2.7742 -3.3182
H 2.8516 2.3855 -6.1633
H 3.9640 3.6537 -5.7985
H 2.4443 4.1075 -6.4526
H 3.6239 1.9170 -3.7020
H 2.6791 2.6044 -2.3493
H 5.1141 3.7060 -3.6960
H 4.8628 3.5965 -2.0503
H 4.3436 5.9747 -3.2778
H 3.2632 5.5433 -2.0553
H 2.3882 5.6176 -4.8743
H 1.5564 5.2328 -3.3139
C -8.3787 -1.3915 2.7702
N -6.8413 -1.4589 2.4866
C -6.3162 -0.0913 2.0024
C -6.0944 -1.7511 3.8550
C -6.6452 -2.6285 1.4103
C -5.3836 -2.5964 0.5180
O -4.3282 -2.4669 1.3446
H -8.9789 -1.1102 1.9049
H -8.5644 -0.6393 3.5369
H -8.6647 -2.3492 3.2050
H -5.2307 -0.0044 2.0503
H -6.7425 0.7351 2.5712
H -6.6611 -0.0289 0.9703
H -6.2641 -0.9429 4.5665
H -5.0446 -1.8056 3.5669
H -6.4941 -2.7254 4.1362
H -7.5269 -2.6066 0.7699
H -6.8853 -3.4983 2.0218
H -5.4061 -1.7938 -0.2192
H -5.2452 -3.5661 0.0399
H -3.6607 -2.1170 0.7500
C 0.1345 -5.8472 -1.9916
C 1.0205 -5.3561 -3.1319
C 0.2639 -5.1794 -4.4839
C 1.1823 -4.6975 -5.5979
N 0.5575 -4.1913 -6.8955
C 1.5255 -3.5107 -7.8456
C 0.7272 -2.4673 -8.6246
C -0.2784 -1.9016 -7.5583
C -0.4498 -3.0542 -6.5785
C -0.1053 -5.3630 -7.6872
H 0.9012 -6.0681 -1.2489
H -0.4461 -6.7252 -2.2748
H -0.5972 -5.1124 -1.6559
H 1.8212 -5.9983 -3.4986
H 1.4989 -4.4548 -2.7487
H -0.5772 -4.4892 -4.4202
H -0.0874 -6.1351 -4.8729
H 1.8830 -5.4589 -5.9405
H 1.7771 -3.8430 -5.2750
H 2.0772 -4.2357 -8.4440
H 2.2683 -3.0057 -7.2281
H 0.1749 -2.9790 -9.4128
H 1.4267 -1.7021 -8.9614
H -1.2430 -1.6265 -7.9849
H 0.1804 -1.0498 -7.0561
H -1.4571 -3.4510 -6.7050
H -0.3217 -2.6474 -5.5754
H 0.5698 -6.2126 -7.5848
H -0.4448 -5.0629 -8.6786
H -0.9949 -5.5587 -7.0885
C 3.3869 -5.9201 0.4076
C 4.0502 -6.4881 -0.8774
C 4.4500 -5.3390 -1.8468
C 5.6631 -4.5157 -1.3503
N 5.8159 -3.2468 -2.2246
C 6.8065 -2.2893 -1.5415
C 6.0808 -0.9488 -1.4352
C 5.0000 -0.9548 -2.4703
C 4.5431 -2.4707 -2.3967
C 6.4058 -3.7247 -3.6573
H 4.1276 -5.3345 0.9522
H 3.0805 -6.6921 1.1135
H 2.5124 -5.2977 0.2180
H 3.4749 -7.2847 -1.3490
H 4.9920 -6.8764 -0.4895
H 3.5625 -4.7161 -1.9592
H 4.5394 -5.6719 -2.8809
H 6.6106 -5.0545 -1.3593
H 5.4850 -4.1672 -0.3330
H 7.7144 -2.2052 -2.1389
H 7.1241 -2.7607 -0.6114
H 6.7749 -0.1100 -1.4856
H 5.7479 -0.8442 -0.4025
H 5.4227 -0.7631 -3.4566
H 4.1842 -0.2480 -2.3189
H 4.0388 -2.8883 -3.2682
H 3.9423 -2.7601 -1.5345
H 7.1561 -4.5073 -3.5447
H 6.8263 -2.8032 -4.0600
H 5.5658 -3.9359 -4.3189
C -6.7056 -9.3861 4.7342
C -6.9858 -9.5046 3.2245
C -6.3304 -8.4823 2.3142
C -4.7795 -8.1823 2.4821
N -4.2782 -6.9976 1.6579
C -4.5753 -7.2399 0.1570
C -3.4607 -6.5023 -0.5727
C -2.1635 -6.7586 0.3252
C -2.7461 -6.7265 1.7620
C -5.0310 -5.7493 2.1028
H -5.8339 -9.8761 5.1680
H -7.4774 -9.9366 5.2721
H -6.6894 -8.3481 5.0666
H -8.0668 -9.6050 3.1269
H -6.6013 -10.4796 2.9252
H -7.0188 -7.6455 2.4324
H -6.6062 -8.8202 1.3152
H -4.1464 -9.0483 2.2887
H -4.5469 -7.9361 3.5182
H -5.5880 -6.8780 -0.0208
H -4.6350 -8.3173 0.0033
H -3.7677 -5.4573 -0.6155
H -3.4155 -6.8112 -1.6170
H -1.4062 -5.9815 0.2214
H -1.6904 -7.7405 0.3165
H -2.4804 -5.7652 2.2019
H -2.3555 -7.4695 2.4573
H -4.4751 -4.9570 1.6015
H -4.9618 -5.7216 3.1903
H -6.0753 -5.7990 1.7945
C -4.8573 5.9073 -0.8956
C -3.6791 5.1533 -0.2485
C -3.6838 4.8155 1.2644
C -3.5320 6.1794 2.0294
N -3.2837 6.0667 3.5493
C -2.8417 7.3781 4.2371
C -1.8141 6.9145 5.2387
C -1.3058 5.4601 5.0417
C -2.0845 5.1457 3.7446
C -4.5028 5.4779 4.2591
H -4.7145 5.7560 -1.9655
H -4.8328 6.9612 -0.6183
H -5.8113 5.4726 -0.5973
H -2.7966 5.6674 -0.6293
H -3.7287 4.1969 -0.7690
H -2.9348 4.0910 1.5839
H -4.5560 4.2204 1.5350
H -4.4382 6.7598 1.8558
H -2.6039 6.7158 1.8320
H -3.6811 7.8424 4.7547
H -2.4187 8.1341 3.5756
H -2.1965 6.9504 6.2588
H -0.9628 7.5933 5.2904
H -1.5266 4.8711 5.9319
H -0.2463 5.4211 4.7887
H -2.3540 4.0899 3.7146
H -1.4683 5.2137 2.8480
H -4.3281 5.3796 5.3305
H -4.6330 4.5160 3.7632
H -5.3466 6.1381 4.0585
Br 2.8831 -0.7547 -5.2575
Br -4.6309 1.6347 4.5482